{"formula": "C13H26N4O9", "method": "wB97M-V/def2-TZVPD", "species": ["C", "O", "C", "C", "C", "C", "C", "O", "C", "O", "O", "C", "C", "O", "O", "C", "C", "O", "H", "H", "H", "H", "H", "H", "H", "H", "H", "H", "H", "H", "H", "H", "H", "H", "H", "H", "N", "C", "N", "O", "H", "H", "H", "H", "N", "C", "N", "O", "H", "H", "H", "H"], "xyz": [[0.293, 0.112, 3.994], [0.852, -0.957, 3.260], [-0.102, -1.663, 2.478], [-1.133, -0.764, 1.717], [-2.477, -0.603, 2.470], [-3.564, 0.296, 1.763], [-3.022, 1.560, 1.071], [-2.455, 2.413, 2.123], [-1.518, 3.202, 1.539], [-0.427, 3.142, 1.884], [-2.008, 4.094, 0.633], [-1.381, 4.137, -0.644], [-2.212, 3.400, -1.737], [-3.092, 3.958, -2.197], [-1.909, 2.125, -2.197], [-0.614, 2.096, -2.711], [0.422, 1.073, -2.254], [-0.291, 2.881, -3.494], [-0.580, -0.190, 4.608], [1.078, 0.457, 4.697], [0.048, 0.997, 3.377], [-0.649, -2.453, 3.042], [0.497, -2.222, 1.724], [-1.357, -1.272, 0.755], [-0.649, 0.200, 1.476], [-2.937, -1.609, 2.510], [-2.309, -0.197, 3.479], [-4.310, 0.568, 2.534], [-4.117, -0.276, 0.993], [-2.212, 1.376, 0.353], [-3.886, 2.089, 0.628], [-0.333, 3.778, -0.637], [-1.319, 5.181, -0.987], [-0.053, 0.109, -1.992], [0.985, 1.408, -1.361], [1.140, 0.881, -3.084], [3.016, -5.093, 2.453], [2.717, -3.954, 1.758], [3.798, -3.225, 1.352], [1.567, -3.614, 1.525], [3.950, -5.390, 2.660], [2.246, -5.651, 2.770], [3.615, -2.377, 0.834], [4.747, -3.486, 1.542], [1.680, -0.203, -6.155], [2.393, -0.681, -5.098], [3.394, -1.545, -5.422], [2.143, -0.352, -3.939], [1.861, -0.454, -7.108], [0.933, 0.437, -5.954], [3.937, -1.919, -4.669], [3.608, -1.822, -6.361]], "mulliken_charge": [-0.537, -0.356, -0.438, -0.302, -0.283, -1.276, -0.049, -0.337, 0.701, -0.424, -0.345, -0.340, 0.459, -0.441, -0.328, 0.705, -0.885, -0.491, 0.253, 0.290, 0.135, 0.173, 0.352, 0.462, 0.037, 0.295, 0.194, 0.387, 0.417, 0.098, 0.406, 0.381, 0.315, 0.249, 0.231, 0.372, -0.416, 0.673, -0.385, -0.675, 0.153, 0.217, 0.222, 0.160, -0.346, 0.658, -0.432, -0.650, 0.170, 0.205, 0.215, 0.155], "homo_energy_ev": -8.9, "homo_lumo_gap_ev": 9.4, "lumo_energy_ha": 0.0173, "multiplicity": 1}

{"formula": "C3H8O3Y", "method": "wB97M-V/def2-TZVPD", "species": ["H", "O", "O", "C", "C", "O", "C", "Y", "H", "H", "H", "H", "H", "H", "H"], "xyz": [[-0.592, -0.841, -2.887], [-1.138, 0.496, -3.321], [0.230, -0.745, -1.686], [0.140, -1.462, -0.497], [0.502, -0.595, 0.692], [-0.091, 0.685, 0.488], [-0.081, 1.524, 1.644], [-0.255, 1.413, -1.634], [0.759, -2.369, -0.549], [-0.917, -1.802, -0.429], [1.592, -0.479, 0.781], [0.111, -1.044, 1.615], [-0.562, 2.470, 1.373], [-0.651, 1.041, 2.449], [0.953, 1.709, 1.961]], "lowdin_spin": [-0.016, 0.885, 0.110, 0.008, 0.003, 0.001, 0.000, 0.002, 0.002, 0.005, 0.000, 0.000, 0.000, 0.000, 0.000], "charge": 2, "homo_energy_ev": [-19.6, -19.4], "homo_lumo_gap_ev": [9.4, 7.4], "lumo_energy_ha": [-0.3739, -0.4400], "multiplicity": 2}

| no. | total energy (eV) |
| --- | --- |
| 1 | -38290.2946 |
| 2 | -10405.1488 |